ORCA calculation (ωB97M-V/def2-TZVPD) on an isolated molecule of C4H8N2O2 at a distorted geometry.

Structure (ORCA input):
```
! wB97M-V def2-TZVPD RIJCOSX def2/J DEFGRID3
* xyz 0 1
O 2.33 -0.33 0.42
O -3.84 0.15 -0.99
N 0.24 1.59 0.65
N -1.48 0.77 -0.69
C -2.87 -0.35 -0.56
C -0.50 0.58 0.14
C 1.32 -1.13 -0.19
C -0.03 -0.81 0.47
H 1.15 1.37 1.03
H 0.06 2.54 0.37
H -0.79 -1.50 0.12
H 0.08 -0.90 1.55
H 1.26 -0.94 -1.27
H 1.54 -2.19 -0.03
H -1.65 1.70 -1.05
H 3.18 -0.56 0.04
*
```

Summary:
Electronic energy (a.u.): -417.1588
Largest force on an atom (Eh/bohr): 0.051
ΔE to the lowest compared entry with this formula, charge and spin (eV): 2.644
Orbital gap (eV): 8.14
E_HOMO (eV): -7.6

***

ORCA calculation (ωB97M-V/def2-TZVPD) on C9H12F14LiN3O15S7 as an isolated structure at a distorted geometry.

Structure (ORCA input):
```
! wB97M-V def2-TZVPD RIJCOSX def2/J DEFGRID3
* xyz -2 1
S -1.49 -14.67 -5.06
S -3.50 -16.20 -5.82
S -6.71 -14.90 -8.13
S -6.50 -17.87 -3.32
S -9.35 -12.55 -2.51
S -7.28 -12.93 -3.83
S -8.96 -17.95 -2.79
F -5.79 -13.17 -3.46
F -11.22 -16.78 -12.40
F -10.75 -14.56 -10.47
F -0.70 -13.59 -6.01
F -10.08 -16.83 -2.75
F -10.39 -16.65 -10.01
F -11.76 -16.76 -5.07
F -3.58 -16.90 -7.28
F -9.99 -15.60 -5.66
F -11.85 -13.86 -7.04
F -10.14 -13.38 -1.39
F -13.35 -15.35 -6.65
F -13.06 -17.12 -11.29
F -5.50 -16.73 -2.79
O -7.33 -15.85 -7.25
O -9.40 -18.87 -3.79
O -10.06 -12.98 -3.69
O -11.55 -15.89 -7.89
O -1.94 -13.84 -4.00
O -8.88 -18.41 -1.47
O -4.86 -15.84 -5.60
O -6.02 -18.20 -4.62
O -6.36 -18.83 -2.29
O -9.55 -11.19 -2.12
O -5.33 -14.56 -8.12
O -0.43 -15.62 -4.91
O -2.92 -17.27 -5.05
O -7.62 -14.02 -4.71
O -7.32 -11.62 -4.34
N -7.76 -16.85 -3.27
N -2.50 -15.04 -6.26
N -7.89 -13.19 -2.34
C -7.80 -13.47 -8.13
C -12.08 -16.22 -11.53
C -11.37 -15.75 -10.24
C -7.12 -15.47 -9.80
C -11.33 -15.58 -5.53
C -12.00 -15.20 -6.85
C -12.31 -15.66 -9.06
C -8.88 -13.80 -9.14
C -8.22 -14.53 -10.32
Li -7.48 -15.94 -4.96
H -8.17 -13.28 -7.13
H -7.51 -16.49 -9.79
H -6.18 -15.46 -10.33
H -12.81 -14.69 -9.09
H -11.51 -14.76 -4.82
H -13.17 -16.33 -9.16
H -7.19 -12.66 -8.54
H -7.62 -13.80 -10.89
H -9.42 -12.93 -9.52
H -8.91 -14.98 -11.02
H -12.52 -15.34 -12.02
H -9.58 -14.46 -8.63
*
```

Summary:
Electronic energy (a.u.): -5836.1473
Largest force on an atom (Eh/bohr): 0.089
ΔE to the lowest compared entry with this formula, charge and spin (eV): 0.000
Orbital gap (eV): 7.46
E_HOMO (eV): -4.4

***

ORCA calculation (ωB97M-V/def2-TZVPD) on an isolated molecule of C10H19N3O5 at a distorted geometry.

Structure (ORCA input):
```
! wB97M-V def2-TZVPD RIJCOSX def2/J DEFGRID3
* xyz 0 1
O -1.87 0.90 0.61
O -2.18 3.51 0.54
O 1.61 1.18 -2.51
O -0.57 4.97 0.46
O 2.01 0.43 -0.34
N -0.88 -0.75 3.21
N 1.55 -1.54 -2.44
N 0.11 1.61 1.47
C 0.41 2.28 -0.83
C 0.31 2.77 0.66
C -0.90 3.81 0.54
C -0.92 -1.98 -0.46
C -1.39 -1.74 0.95
C -0.85 0.67 1.21
C -0.60 -0.75 1.81
C 1.48 1.22 -1.15
C 1.09 -2.81 -1.87
C 0.51 -2.67 -0.49
H -1.39 -2.64 1.59
H 2.01 -3.43 -1.88
H 0.40 -3.63 0.02
H -2.20 2.58 0.75
H 0.69 3.10 -1.52
H -0.79 -1.09 -1.01
H -1.88 -0.47 3.24
H 1.17 3.39 0.85
H 1.17 -2.00 0.18
H -2.35 -1.20 0.96
H 1.99 0.29 -2.82
H 2.26 -1.01 -1.90
H -1.67 -2.74 -0.94
H -0.39 0.04 3.65
H 0.45 -1.02 1.72
H -0.54 1.91 -1.27
H 0.94 1.10 1.89
H 0.42 -3.32 -2.60
H 0.80 -0.92 -2.28
*
```

Summary:
Electronic energy (a.u.): -932.9125
Largest force on an atom (Eh/bohr): 0.081
ΔE to the lowest compared entry with this formula, charge and spin (eV): 2.078
SMILES: NCCCC[C@H](N)C(=O)N[C@@H](CC(=O)O)C(=O)O
Orbital gap (eV): 10.24
E_HOMO (eV): -9.7

***

ORCA calculation (ωB97M-V/def2-TZVPD) on C37H39CsN10O6S as an isolated structure at a distorted geometry.

Structure (ORCA input):
```
! wB97M-V def2-TZVPD RIJCOSX def2/J DEFGRID3
* xyz -2 1
Cs 0.12 0.49 -1.94
S -4.04 -0.23 5.68
O -1.22 5.12 -0.83
O -4.81 -1.32 6.27
O -4.78 1.02 5.51
O -2.72 -0.04 6.28
O 1.13 4.33 -2.96
O -1.13 -1.18 -3.48
N 1.68 1.79 3.26
N 1.21 -2.25 -2.66
N -2.53 1.94 -1.68
N 0.91 -2.20 -4.00
N 1.92 -2.10 -0.07
N 0.12 0.45 2.19
N 0.67 0.04 4.46
N -0.06 3.19 -1.34
N 2.70 1.79 -1.54
N -2.47 -2.05 0.19
C 4.77 2.25 -0.44
C -4.90 1.90 -1.38
C -3.57 0.13 2.97
C -3.16 -0.28 1.71
C -0.45 -1.34 -5.74
C 3.11 -4.16 -0.23
C -3.38 -2.11 3.77
C 2.37 3.07 -1.42
C 0.55 0.77 5.71
C 3.02 -3.02 1.86
C 2.25 -2.05 1.21
C 0.23 -2.06 -6.72
C -0.09 -1.20 4.48
C 3.21 4.01 -0.82
C 3.87 1.39 -1.06
C -1.34 -0.35 -6.12
C 0.76 0.73 3.26
C 1.94 -3.20 -2.23
C 1.04 3.61 -1.97
C -0.24 -1.58 -4.26
C -3.67 -0.78 4.01
C -0.87 -0.79 -8.44
C -1.55 -0.07 -7.47
C 4.42 3.59 -0.32
C -2.98 -2.53 2.51
C 2.44 -4.34 -3.08
C -1.16 3.93 -1.12
C 3.02 1.51 3.72
C -2.49 3.16 -1.14
C 1.67 2.61 2.06
C 3.46 -4.10 1.11
C -4.85 3.15 -0.79
C -3.64 3.80 -0.67
C -3.71 1.32 -1.80
C 0.01 -1.79 -8.06
C 2.33 -3.15 -0.80
C -2.85 -1.61 1.46
H 3.52 2.45 3.95
H -2.11 -1.34 -0.43
H 5.10 4.29 0.16
H -3.06 0.45 0.91
H -0.66 -0.18 2.39
H -1.03 -0.57 -9.49
H -3.68 0.34 -2.25
H 2.09 -5.30 -2.70
H 1.15 0.30 6.49
H -2.23 0.72 -7.75
H 0.21 -1.79 5.34
H -1.89 -2.87 0.17
H -3.79 1.17 3.16
H -3.47 -2.82 4.58
H -3.53 4.78 -0.24
H 2.07 -4.21 -4.10
H 0.89 1.80 5.58
H -1.17 -1.04 4.56
H 1.87 -1.19 1.75
H 0.54 -2.36 -8.82
H 3.44 -5.00 -0.84
H 4.06 -4.88 1.56
H 3.25 -2.92 2.91
H 2.15 2.09 1.22
H 3.01 0.90 4.62
H 3.53 -4.38 -3.11
H 0.12 -1.78 3.58
H 4.10 0.33 -1.17
H 2.89 5.04 -0.75
H 0.66 2.85 1.76
H 0.93 -2.82 -6.41
H -0.49 0.78 6.05
H 5.71 1.87 -0.06
H -5.76 3.62 -0.42
H 3.62 0.99 2.95
H -5.83 1.36 -1.49
H -2.76 -3.58 2.33
H 2.23 3.52 2.27
H -1.87 0.19 -5.35
*
```

Summary:
Electronic energy (a.u.): -2850.8161
Largest force on an atom (Eh/bohr): 0.022
ΔE to the lowest compared entry with this formula, charge and spin (eV): 1.400
Orbital gap (eV): 6.73
E_HOMO (eV): -3.3